This record from OMol25 describes a 18-piece molecular cluster, C18H72O18 overall. The level of theory is the ωB97M-V functional and the def2-TZVPD basis.

The geometry in ORCA input format:
```
! wB97M-V def2-TZVPD RIJCOSX def2/J DEFGRID3
* xyz 0 1
C 2.7663 1.0973 -5.6113
O 2.6835 1.1016 -7.0013
H 3.5631 0.4046 -5.3401
H 2.9221 2.0804 -5.1669
H 1.8599 0.7386 -5.1236
H 2.3766 0.2409 -7.2958
C 3.7355 -5.5144 -1.2350
O 2.7047 -5.1419 -2.0924
H 3.1820 -5.3481 -0.3109
H 3.9832 -6.5465 -1.4834
H 4.5773 -4.8229 -1.1991
H 2.1730 -4.5371 -1.5699
C -6.3282 0.8534 -0.4111
O -6.3310 -0.4917 0.1327
H -7.1562 1.4203 0.0144
H -5.4547 1.4808 -0.2335
H -6.4771 0.8718 -1.4908
H -6.1442 -0.4344 1.0726
C -2.6999 2.2118 1.4060
O -2.4282 2.4410 0.0023
H -2.3989 3.0723 2.0036
H -3.7764 2.0415 1.4233
H -2.1146 1.3611 1.7550
H -3.0171 3.1582 -0.2436
C -4.5260 5.6848 -0.9096
O -4.3743 4.3923 -0.6439
H -4.9862 5.8673 -1.8806
H -5.1780 6.1141 -0.1488
H -3.5124 6.0849 -0.9341
H -5.2280 4.1712 -0.2646
C -0.5346 -3.5067 5.1732
O -0.7828 -4.4995 4.1155
H -0.0961 -2.5509 4.8865
H -1.4035 -3.1714 5.7397
H 0.0805 -3.9320 5.9663
H -0.0554 -4.6275 3.5022
C 4.2624 -1.2079 -1.6766
O 5.1298 -0.9841 -0.5472
H 4.3960 -2.1919 -2.1261
H 3.2327 -1.2530 -1.3221
H 4.2608 -0.3866 -2.3932
H 5.9854 -1.3270 -0.8152
C -2.8730 -1.8768 0.8106
O -4.2138 -2.1370 0.8899
H -2.3395 -2.4283 1.5847
H -2.4612 -2.2227 -0.1375
H -2.7930 -0.8020 0.9735
H -4.6686 -1.4942 0.3408
C -1.3066 1.6339 5.0033
O -0.3178 2.6393 5.4396
H -1.5651 0.8504 5.7157
H -2.2910 2.0629 4.8163
H -1.0154 1.1171 4.0889
H -0.7341 3.0413 6.2055
C 3.0017 -1.1558 2.1185
O 4.4033 -1.7197 2.1062
H 2.4321 -1.5595 2.9556
H 2.9781 -0.0669 2.1608
H 2.4096 -1.5150 1.2768
H 4.7287 -1.6180 1.2088
C 0.3577 -3.7469 0.2539
O 1.2129 -2.9454 -0.3722
H 0.0582 -3.3980 1.2422
H -0.5052 -3.8521 -0.4037
H 0.7032 -4.7664 0.4250
H 0.6598 -2.1746 -0.5186
C 1.6430 2.8024 2.7131
O 0.9447 3.8059 3.4050
H 2.3594 3.2661 2.0350
H 2.2484 2.3353 3.4898
H 0.9461 2.1091 2.2422
H 0.5363 3.4201 4.1834
C 0.3758 -1.4520 -7.1970
O 1.7240 -1.4277 -7.5061
H -0.1956 -1.8506 -8.0353
H 0.1121 -2.0217 -6.3060
H -0.0267 -0.4391 -7.2098
H 2.0282 -2.2182 -7.9580
C -0.7955 0.1302 -1.3604
O -0.4092 -0.7386 -0.3765
H -1.8359 0.1319 -1.6856
H -0.6388 1.1856 -1.1379
H -0.3214 -0.0254 -2.3295
H -0.7619 -0.4058 0.4521
C 4.2479 2.2884 -0.9810
O 5.4370 2.9365 -1.2959
H 3.5477 3.0549 -0.6492
H 3.7332 1.8757 -1.8487
H 4.4736 1.4354 -0.3409
H 5.9781 2.8706 -0.5056
C -3.5296 -1.0316 5.7479
O -4.5262 -1.9342 6.1286
H -3.3027 -1.0927 4.6836
H -3.8497 -0.0255 6.0190
H -2.5827 -1.2443 6.2441
H -4.3998 -2.6909 5.5514
C -1.6184 5.9810 1.8155
O -1.5411 7.1942 1.1612
H -2.2802 6.0618 2.6778
H -1.9125 5.2781 1.0361
H -0.6458 5.7240 2.2350
H -2.3914 7.6310 1.2493
C 3.5045 -3.0204 -5.6240
O 4.4260 -4.0591 -5.2195
H 3.3496 -2.3666 -4.7657
H 3.9437 -2.4124 -6.4149
H 2.5358 -3.4327 -5.9062
H 4.7375 -3.9090 -4.3239
*
```

energy above the lowest of the compared OMol25 structures with the same formula, charge and spin	10.5454	eV
lowest unoccupied orbital energy	-0.07	eV
frontier orbital gap	9.6	eV



This record from OMol25 describes C32H31BrFeN3OSb as an isolated structure. The level of theory is the ωB97M-V functional and the def2-TZVPD basis.

The geometry in ORCA input format:
```
! wB97M-V def2-TZVPD RIJCOSX def2/J DEFGRID3
* xyz 2 5
Fe -0.6991 -0.5060 -0.2195
C -3.8255 1.3440 2.1371
C -2.4347 0.8101 1.9771
O -1.8322 0.8615 0.8868
N -1.8614 0.2916 3.0642
C -0.4885 -0.1866 3.0909
C -0.3449 -1.6559 2.7667
C -0.1670 -2.5833 3.7803
C 0.0450 -3.9153 3.4577
C 0.0754 -4.2787 2.1211
C -0.1512 -3.3018 1.1701
N -0.3523 -2.0141 1.4731
H -4.2234 1.6234 1.1657
H -3.8081 2.2324 2.7706
H -4.4768 0.6111 2.6129
H -2.3737 0.2895 3.9323
H -0.0762 0.0079 4.0786
H 0.0807 0.3897 2.3612
H -0.1771 -2.2660 4.8144
H 0.1930 -4.6510 4.2366
H 0.2778 -5.2960 1.8195
H -0.1519 -3.5548 0.1164
C -6.2850 -2.3124 0.1485
C -4.9396 -2.3185 -0.5109
C -4.6412 -3.1727 -1.5710
C -3.3993 -3.1202 -2.1906
C -2.5072 -2.2139 -1.6742
Br -0.7328 -1.9787 -2.3459
N -2.7224 -1.4066 -0.6546
C -3.9317 -1.4469 -0.0984
H -6.9345 -3.0694 -0.2828
H -6.7579 -1.3375 0.0198
H -6.2029 -2.4905 1.2208
H -5.3840 -3.8772 -1.9225
H -3.1543 -3.7482 -3.0351
H -4.1022 -0.7381 0.7039
C 5.8653 2.7240 1.3336
C 5.4174 2.9145 0.0323
C 4.2514 2.3014 -0.3983
C 3.5368 1.5040 0.4877
C 3.9830 1.2996 1.7860
C 5.1554 1.9137 2.2066
Sb 1.7062 0.6713 -0.2520
C 0.7219 2.4825 -0.8435
C 1.1744 3.7241 -0.4116
C 0.4875 4.8742 -0.7774
C -0.6497 4.7866 -1.5684
C -1.1095 3.5478 -1.9917
C -0.4324 2.3978 -1.6176
C 2.4595 -0.1088 -2.1057
C 1.7890 0.0614 -3.3124
C 2.3249 -0.4762 -4.4760
C 3.5199 -1.1789 -4.4332
C 4.1892 -1.3464 -3.2282
C 3.6515 -0.8251 -2.0596
H 6.7717 3.2086 1.6708
H 5.9773 3.5435 -0.6466
H 3.9058 2.4443 -1.4157
H 3.4311 0.6629 2.4668
H 5.5111 1.7588 3.2164
H 2.0619 3.8003 0.2034
H 0.8413 5.8397 -0.4409
H -1.1825 5.6839 -1.8525
H -1.9939 3.4811 -2.6123
H -0.8142 1.4272 -1.9448
H 0.8687 0.6335 -3.3611
H 1.8098 -0.3357 -5.4177
H 3.9340 -1.5945 -5.3420
H 5.1315 -1.8770 -3.1969
H 4.1718 -0.9645 -1.1185
*
```

energy above the lowest of the compared OMol25 structures with the same formula, charge and spin	0.5595	eV
expectation value of S²	6.010
lowest unoccupied orbital energy (alpha / beta)	-5.24 / -5.98	eV
frontier orbital gap (alpha / beta)	8.3 / 7.7	eV



This record from OMol25 describes an isolated molecule of C18H24N6O2S. The level of theory is the ωB97M-V functional and the def2-TZVPD basis.

The geometry in ORCA input format:
```
! wB97M-V def2-TZVPD RIJCOSX def2/J DEFGRID3
* xyz 0 1
O -2.2256 -1.4624 -2.4294
C -1.3772 -1.9310 -1.7059
C -0.0822 -2.5180 -2.2734
S 1.3012 -1.3373 -2.1401
C 1.7837 -1.6187 -0.5077
N 1.2331 -2.4309 0.3793
N 1.9578 -2.3107 1.4834
N 2.9042 -1.4879 1.3316
N 2.8476 -1.0191 0.0816
C 3.7273 -0.0125 -0.4533
C 3.3340 1.3783 0.0806
C 4.2972 1.6194 1.2388
C 5.6064 1.0503 0.7025
C 5.1756 -0.2494 0.0180
N -1.4395 -1.9981 -0.3594
C -2.5442 -1.5583 0.4069
C -3.0624 -2.4315 1.3513
C -4.2012 -2.1101 2.0652
C -4.8349 -0.9046 1.8139
C -4.3001 -0.0076 0.9116
C -3.1210 -0.2879 0.2115
N -2.5444 0.6152 -0.6589
C -1.1438 0.9552 -0.5596
C -0.9878 2.3027 0.1639
O -1.7115 3.3268 -0.4758
C -3.0869 3.0101 -0.5426
C -3.2982 1.6799 -1.2766
H 0.2200 -3.4342 -1.7691
H -0.2068 -2.6852 -3.3425
H 3.6228 -0.0682 -1.5406
H 2.2869 1.4125 0.3813
H 3.4906 2.1203 -0.7022
H 4.3691 2.6713 1.5074
H 3.9763 1.0508 2.1123
H 6.3405 0.8737 1.4854
H 6.0369 1.7373 -0.0276
H 5.8279 -0.5167 -0.8112
H 5.1811 -1.0655 0.7406
H -0.7013 -2.4986 0.1338
H -2.5737 -3.3837 1.5004
H -4.5996 -2.8002 2.7922
H -5.7410 -0.6489 2.3430
H -4.7936 0.9408 0.7644
H -0.6030 0.1927 -0.0001
H -0.7230 1.0353 -1.5697
H 0.0551 2.6268 0.1628
H -1.3332 2.1928 1.2053
H -3.5612 3.8340 -1.0781
H -3.4996 2.9518 0.4769
H -4.3528 1.4138 -1.3197
H -2.9255 1.7855 -2.3026
*
```

energy above the lowest of the compared OMol25 structures with the same formula, charge and spin	2.7774	eV
lowest unoccupied orbital energy	0.44	eV
frontier orbital gap	7.9	eV



This record from OMol25 describes C25H22N5O3PtS5 as an isolated structure. The level of theory is the ωB97M-V functional and the def2-TZVPD basis.

The geometry in ORCA input format:
```
! wB97M-V def2-TZVPD RIJCOSX def2/J DEFGRID3
* xyz 1 5
Pt -0.0272 -1.4558 1.2485
S -1.1055 -1.0866 8.3780
C -0.8578 -1.2164 6.7861
S 0.6772 -0.9125 6.0184
C 0.1982 -1.2427 4.3863
C -1.1487 -1.6081 4.2113
S -1.8678 -1.9952 2.7298
S -2.1014 -1.6781 5.6534
S 1.3452 -1.1254 3.1543
O -0.4763 1.1626 1.3952
C -0.1465 2.0894 0.4128
C 1.9104 0.2913 -1.5071
O 1.8431 1.0846 -2.3396
O 1.9783 -0.5121 -0.6634
C 1.1439 2.6828 0.5240
C 1.5350 3.7052 -0.3670
C 2.7908 4.2683 -0.2774
C 3.6916 3.8348 0.6922
C 3.3192 2.8298 1.5788
C 2.0651 2.2532 1.5025
C -1.3038 2.7069 -0.2721
C -2.1860 3.4937 0.4742
C -3.3045 4.0518 -0.1247
C -3.5498 3.8371 -1.4750
C -2.6747 3.0635 -2.2232
C -1.5579 2.4964 -1.6245
H -1.4403 1.0943 1.4218
H 0.8390 4.0477 -1.1221
H 3.0741 5.0556 -0.9636
H 4.6726 4.2853 0.7620
H 4.0113 2.5018 2.3439
H 1.7781 1.4811 2.2024
H -1.9784 3.6826 1.5214
H -3.9772 4.6659 0.4593
H -4.4187 4.2790 -1.9442
H -2.8593 2.9005 -3.2772
H -0.8748 1.8935 -2.2120
C -3.6369 -2.0034 -4.0953
C -2.7841 -1.8038 -2.8801
C -3.2798 -1.2181 -1.7215
C -2.4591 -1.0687 -0.6216
N -1.1802 -1.4585 -0.6139
C -0.6923 -2.0253 -1.7261
C -1.4503 -2.2086 -2.8614
H -4.6318 -1.5859 -3.9581
H -3.7375 -3.0671 -4.3157
H -3.1791 -1.5327 -4.9660
H -4.3055 -0.8795 -1.6658
H -2.8344 -0.6225 0.2912
H 0.3412 -2.3419 -1.6873
H -1.0015 -2.6736 -3.7294
N 4.0655 -3.1854 -0.3855
C 3.7325 -4.4873 -0.3914
N 4.6239 -5.3735 -0.8486
N 2.5665 -4.9573 0.0128
C 1.6674 -4.1235 0.4448
N 0.8137 -3.4501 0.8479
H 4.9747 -2.8743 -0.6772
H 3.4357 -2.5001 -0.0013
H 5.5623 -5.1181 -1.0946
H 4.3730 -6.3465 -0.8192
*
```

energy above the lowest of the compared OMol25 structures with the same formula, charge and spin	0.0000	eV
expectation value of S²	6.059
lowest unoccupied orbital energy (alpha / beta)	-2.35 / -4.64	eV
frontier orbital gap (alpha / beta)	6.8 / 6.3	eV



This record from OMol25 describes C20H16BFeN10OS2 as an isolated structure. The level of theory is the ωB97M-V functional and the def2-TZVPD basis.

The geometry in ORCA input format:
```
! wB97M-V def2-TZVPD RIJCOSX def2/J DEFGRID3
* xyz 0 2
Fe 0.0166 0.4953 0.5857
C -1.9772 -2.8322 -0.9009
C -0.8296 -2.3320 -0.2957
N -1.0834 -1.1722 0.3089
N -2.4011 -0.9303 0.1222
C -2.9504 -1.8981 -0.6154
B -3.0040 0.2725 0.8583
N -2.5874 1.5662 0.1358
C -3.2511 2.5360 -0.5046
C -2.3517 3.5287 -0.8400
C -1.1260 3.0694 -0.3592
N -1.2926 1.8832 0.2270
N -2.2774 0.3074 2.2460
C -2.7737 0.2696 3.4931
C -1.7267 0.3462 4.3907
C -0.5847 0.4386 3.5906
N -0.9325 0.4181 2.3104
H -2.0935 -3.7578 -1.4410
H 0.1467 -2.7711 -0.2169
H -4.0019 -1.8712 -0.8593
H -4.1878 0.1862 0.9834
H -4.3148 2.4555 -0.6696
H -2.5495 4.4518 -1.3613
H -0.1480 3.5227 -0.4062
H -3.8395 0.1881 3.6456
H -1.7779 0.3398 5.4681
H 0.4554 0.5283 3.8669
S 1.5829 1.8971 1.4924
C 2.4627 0.4172 1.3694
N 1.8624 -0.5317 0.6806
C 2.7337 -1.5553 0.3591
C 2.5614 -2.5627 -0.5944
C 3.5724 -3.4837 -0.7861
C 4.7694 -3.4144 -0.0669
C 4.9939 -2.3738 0.8203
C 3.9832 -1.4451 1.0019
S 4.0674 0.0398 1.8974
H 1.6773 -2.5806 -1.2167
H 3.4420 -4.2622 -1.5266
H 5.5448 -4.1495 -0.2372
H 5.9425 -2.2741 1.3332
N 1.7626 2.0585 -1.8967
C 0.6516 1.3311 -2.1348
O 0.2653 0.4492 -1.2921
C -0.1048 1.5286 -3.3021
C -1.3592 0.8831 -3.3946
N -2.3786 0.3391 -3.4564
C 0.3341 2.4687 -4.2592
N 0.7620 3.2767 -4.9702
H 2.2633 1.9324 -1.0376
H 2.0510 2.7728 -2.5449
*
```

energy above the lowest of the compared OMol25 structures with the same formula, charge and spin	0.7368	eV
expectation value of S²	0.781
lowest unoccupied orbital energy (alpha / beta)	-0.78 / -0.82	eV
frontier orbital gap (alpha / beta)	7.1 / 7.0	eV



This record from OMol25 describes a 2-piece molecular cluster, C2H7NOS overall. The level of theory is the ωB97M-V functional and the def2-TZVPD basis.

The geometry in ORCA input format:
```
! wB97M-V def2-TZVPD RIJCOSX def2/J DEFGRID3
* xyz 0 1
C 2.1927 -0.9997 0.1210
C -0.4772 1.8033 0.4517
N 1.2518 0.0379 0.5072
O -2.9641 -1.1183 -0.7584
S -0.0318 0.4379 -0.3464
H 2.4306 -1.5808 1.0387
H 3.1055 -0.5177 -0.2355
H 1.7269 -1.7546 -0.5202
H -0.9467 2.6003 -0.1011
H -3.1830 -0.7439 0.1887
H 0.2575 2.3006 1.0584
H -3.3623 -0.4650 -1.4041
*
```

energy above the lowest of the compared OMol25 structures with the same formula, charge and spin	3.8020	eV
lowest unoccupied orbital energy (alpha / beta)	-0.10 / -0.06	eV
frontier orbital gap (alpha / beta)	8.1 / 8.0	eV



This record from OMol25 describes C2H6CrO2 as an isolated structure. The level of theory is the ωB97M-V functional and the def2-TZVPD basis.

The geometry in ORCA input format:
```
! wB97M-V def2-TZVPD RIJCOSX def2/J DEFGRID3
* xyz 0 5
O -2.1968 1.6938 1.7742
O 0.2959 -0.1627 1.1431
H -2.8498 1.0270 1.4302
Cr -0.4203 1.4024 1.6021
C 0.5329 -0.9230 0.0079
C 0.8429 -0.1199 -1.2473
H -0.3644 -1.5443 -0.1904
H 1.3775 -1.6142 0.1992
H -0.0833 0.1203 -1.7919
H 1.3775 0.8084 -0.9898
H 1.4877 -0.6878 -1.9372
*
```

expectation value of S²	6.021
lowest unoccupied orbital energy (alpha / beta)	0.07 / -0.42	eV
frontier orbital gap (alpha / beta)	8.5 / 9.7	eV



This record from OMol25 describes an isolated molecule of CH2N4O. The level of theory is the ωB97M-V functional and the def2-TZVPD basis.

The geometry in ORCA input format:
```
! wB97M-V def2-TZVPD RIJCOSX def2/J DEFGRID3
* xyz 0 1
O 1.6970 -0.0607 -0.1824
N 0.3871 -0.1012 0.0021
C -0.5575 0.9244 0.0241
N -1.6675 0.2780 -0.0938
N -1.4954 -0.9286 -0.1166
N -0.2169 -1.2166 0.0134
H 2.1567 -0.9200 0.3378
H -0.3035 2.0247 0.0154
*
```

energy above the lowest of the compared OMol25 structures with the same formula, charge and spin	3.3666	eV
lowest unoccupied orbital energy	0.24	eV
frontier orbital gap	10.3	eV



Number 1: F_max 4.3 eV Å⁻¹. Number 2: F_max 2.0 eV Å⁻¹. Number 3: F_max 1.9 eV Å⁻¹. Number 4: F_max 0.5 eV Å⁻¹. Number 5: F_max 0.9 eV Å⁻¹. Number 6: F_max 3.2 eV Å⁻¹. Number 7: F_max 1.8 eV Å⁻¹. Number 8: F_max 7.1 eV Å⁻¹.